A molecular structure, C39H35CdF5N4OP2STe at a distorted geometry, computed with wB97M-V/def2-TZVPD.

```
89
Properties=species:S:1:pos:R:3:forces:R:3
Cd 9.896 13.648 18.128 0.47 -0.53 -0.13
C 11.010 10.965 20.616 0.09 -1.17 -1.48
C 11.951 12.139 20.604 2.05 -0.45 -1.60
P 11.185 13.780 20.746 -0.27 0.37 0.75
C 10.325 13.707 22.401 0.79 -1.25 -1.11
C 10.763 12.813 23.382 0.43 0.28 0.44
C 10.080 12.714 24.580 -1.19 -0.68 1.49
C 8.855 13.409 24.780 0.58 -0.40 0.07
C 8.414 14.251 23.765 -0.16 -1.11 1.13
C 9.149 14.368 22.585 -1.19 0.79 1.14
C 12.503 15.018 21.045 -1.80 0.95 -0.60
C 12.903 15.732 19.874 0.17 -1.66 1.12
C 13.721 16.824 20.011 0.69 0.79 -0.80
C 13.971 17.332 21.317 0.20 0.38 -1.73
C 13.305 16.821 22.389 -0.16 -0.08 3.05
C 12.555 15.645 22.285 0.49 -0.03 0.00
P 9.621 11.241 19.416 -0.33 -0.04 0.47
C 8.018 11.173 20.351 1.33 0.67 -0.38
C 7.817 10.670 21.632 0.98 -1.27 -0.27
C 6.573 10.661 22.219 -0.45 -0.05 -0.53
C 5.519 11.262 21.549 0.31 1.15 -0.23
C 5.781 11.888 20.321 -1.13 0.71 0.38
C 7.016 11.885 19.699 -0.11 -0.52 0.26
C 9.693 9.826 18.272 -0.45 -0.34 1.48
C 9.223 8.530 18.590 0.25 0.16 -0.90
C 9.230 7.529 17.591 -0.53 1.23 1.32
C 9.687 7.855 16.334 1.03 0.00 0.15
C 10.221 9.106 16.076 -0.89 0.31 -0.51
C 10.209 10.122 17.046 0.18 -0.60 -2.22
H 10.668 10.808 21.591 -0.89 -0.44 1.52
H 11.488 10.001 20.263 -0.21 1.18 0.47
H 12.365 12.108 19.549 -0.09 0.57 0.94
H 12.845 11.974 21.243 -0.62 0.19 -0.09
H 11.692 12.266 23.224 -0.24 0.03 0.14
H 10.366 12.019 25.412 0.13 0.68 -1.10
H 8.227 13.265 25.707 0.99 0.16 -1.13
H 7.432 14.655 23.983 0.13 0.61 -0.74
H 8.754 15.063 21.892 -0.18 0.44 -1.02
H 12.593 15.240 18.953 0.48 0.62 -0.25
H 14.153 17.277 19.058 -0.55 -0.42 1.62
H 14.654 18.165 21.429 -0.13 0.08 0.03
H 13.382 17.264 23.461 0.07 -0.55 -2.15
H 12.043 15.245 23.169 0.37 0.14 -0.48
H 8.615 10.120 22.151 -0.19 0.41 -0.29
H 6.444 10.104 23.118 -0.18 0.04 0.73
H 4.554 11.493 22.017 0.34 -0.67 -0.19
H 4.957 12.491 19.953 0.15 -0.10 -0.44
H 7.259 12.392 18.754 -0.56 -0.21 0.35
H 8.849 8.390 19.599 -0.15 -0.35 -0.17
H 8.757 6.577 17.735 0.09 -0.37 0.39
H 9.760 7.082 15.587 -0.35 0.00 -0.31
H 10.372 9.317 15.020 0.70 0.28 0.28
H 10.514 11.114 16.706 -0.01 -0.15 0.45
S 8.400 13.072 16.102 -0.12 -0.45 -0.03
C 7.949 14.684 15.724 -0.33 1.33 -1.85
N 7.362 15.160 14.633 0.18 -1.40 0.18
N 6.996 14.334 13.641 0.71 1.46 1.72
C 6.446 14.893 12.518 -1.49 0.35 -1.96
C 6.135 14.011 11.409 1.35 1.28 2.75
C 5.518 14.528 10.330 -0.29 0.13 -1.50
C 5.220 15.897 10.188 -0.09 -1.59 1.94
C 5.382 16.696 11.279 0.97 1.32 1.29
C 6.046 16.244 12.461 -0.22 -0.57 -0.65
N 8.275 15.828 16.454 0.66 -1.01 2.02
N 8.910 15.616 17.532 -0.91 1.13 -0.66
C 9.152 16.815 18.275 1.37 0.09 -1.37
C 9.448 16.695 19.604 -0.18 3.93 0.22
C 9.614 17.948 20.342 -0.92 -2.00 -1.84
C 9.548 19.163 19.708 0.27 0.17 -0.02
C 9.558 19.203 18.291 -0.87 -0.19 0.60
C 9.338 18.046 17.584 0.05 -0.10 0.47
H 7.258 13.376 13.666 0.29 -0.93 0.10
H 6.490 12.995 11.522 -0.37 -0.19 -0.35
H 5.253 13.823 9.564 -0.06 -0.01 -0.52
H 4.607 16.274 9.446 -0.75 0.38 -1.86
H 5.011 17.746 11.179 0.50 -0.94 0.47
H 6.233 16.874 13.334 -0.19 -0.12 -0.47
H 9.449 15.757 20.053 -0.05 -1.30 0.88
H 9.568 17.916 21.389 0.32 -0.12 1.34
H 9.475 20.042 20.368 0.32 -0.22 -0.75
H 9.553 20.116 17.717 0.30 0.29 0.23
H 9.352 18.114 16.504 -0.27 -0.40 0.07
F 11.869 12.876 14.632 0.16 0.99 1.22
Te 12.612 14.207 15.810 0.76 -0.95 0.82
F 14.170 13.183 15.709 -0.03 0.33 0.11
F 13.164 15.026 14.240 0.03 -0.01 0.16
F 11.112 15.267 15.675 -0.68 0.31 -0.25
F 13.480 15.637 16.715 0.01 -0.34 -0.78
O 12.169 13.599 17.492 -0.90 -0.38 -1.07
```
Positions in Å, forces in eV/Å.

Values from the calculation:
Lowest unoccupied orbital energy (spin up / spin down) = -0.681 / -0.681 eV
Orbital gap (spin up / spin down) = 6.54 / 6.54 eV
E_HOMO (spin up / spin down) = -7.221 / -7.220 eV
Energy above the lowest of the compared OMol25 structures with the same formula, charge and spin = 1.1621 eV
Molar mass = 1004.75 g/mol